No. 1
{
  "formula": "C24H24AsI2N2OPdS2",
  "method": "the ωB97M-V functional and the def2-TZVPD basis",
  "symbols": ["Pd", "I", "C", "C", "C", "I", "C", "C", "C", "C", "N", "C", "C", "O", "H", "H", "H", "H", "N", "S", "C", "C", "C", "C", "C", "C", "C", "C", "C", "C", "C", "C", "H", "H", "H", "H", "H", "H", "H", "H", "H", "H", "H", "C", "As", "C", "C", "S", "H", "H", "H", "H", "H", "H", "H", "H", "H"],
  "xyz": [[-0.55706, -0.26744, 1.11268], [-2.80837, 3.86396, -1.61599], [-3.21938, 1.80390, -1.78643], [-4.41116, 1.37730, -2.34698], [-4.68012, 0.03242, -2.44053], [-6.52819, -0.53400, -3.31953], [-3.77760, -0.93218, -1.95423], [-3.99468, -2.32736, -1.96861], [-3.05445, -3.17776, -1.45642], [-1.87631, -2.64087, -0.91876], [-1.64130, -1.35215, -0.88894], [-2.54746, -0.48365, -1.38657], [-2.21175, 0.94578, -1.28127], [-1.13360, 1.36270, -0.78767], [-5.12813, 2.10066, -2.71036], [-4.91553, -2.71767, -2.38230], [-3.21652, -4.24817, -1.45529], [-1.10507, -3.27920, -0.49836], [1.40716, -1.37738, 0.57563], [1.18636, -0.43842, -0.68215], [2.02602, 1.13799, -0.28512], [1.71294, 1.63766, 0.97139], [2.37011, 2.75385, 1.45892], [3.32556, 3.38919, 0.67568], [3.58708, 2.92684, -0.60464], [2.93707, 1.80068, -1.09485], [2.40494, -0.95346, -1.96227], [2.00101, -0.83183, -3.28297], [2.86583, -1.19665, -4.30672], [4.12330, -1.69715, -4.00037], [4.51606, -1.83922, -2.67463], [3.65292, -1.46989, -1.65487], [2.33202, -1.28589, 0.98949], [0.90452, 1.10670, 1.51129], [2.12979, 3.14996, 2.43835], [3.85660, 4.25348, 1.05602], [4.30651, 3.43986, -1.23117], [3.14223, 1.46490, -2.10140], [1.01119, -0.43772, -3.49004], [2.56082, -1.09763, -5.34096], [4.80005, -1.98547, -4.79541], [5.49840, -2.23074, -2.43992], [3.94725, -1.57548, -0.61606], [-2.48476, 0.13719, 5.07907], [-1.30556, 0.03360, 3.48007], [-0.37847, 1.73619, 3.84422], [-0.15666, -1.42932, 4.12998], [-2.79111, -0.17417, 1.97471], [-1.91022, 0.21454, 6.00623], [-3.12946, -0.74026, 5.11103], [-3.11354, 1.01957, 4.95990], [-0.49260, 2.01278, 4.89273], [-0.82675, 2.49519, 3.20497], [0.67639, 1.63987, 3.59857], [0.20065, -1.23394, 5.14304], [0.66734, -1.54139, 3.42998], [-0.75430, -2.34028, 4.11787]],
  "forces_ev_per_angstrom": [[-1.1, -0.7, 0.7], [-0.1, -0.3, -0.1], [0.3, 0.4, 0.1], [0.0, -0.2, 0.0], [-0.6, 0.1, -0.3], [0.3, 0.1, 0.1], [0.3, 0.0, 0.1], [0.0, -0.1, 0.0], [-0.1, 0.0, -0.1], [0.1, 0.1, -0.1], [-0.1, -0.1, -0.2], [-0.2, -0.1, -0.1], [0.1, 0.3, 0.0], [-0.2, -0.2, -0.2], [0.0, 0.0, 0.0], [0.0, 0.0, 0.0], [0.0, 0.0, 0.0], [0.0, 0.0, 0.0], [-0.5, -0.2, 0.2], [1.4, 0.3, -1.0], [0.0, 0.0, 0.0], [-0.2, -0.1, -0.1], [0.0, 0.1, 0.0], [0.0, 0.0, 0.0], [0.0, 0.0, 0.0], [-0.1, 0.0, 0.0], [-0.1, 0.1, 0.0], [-0.1, 0.1, 0.1], [0.0, 0.0, 0.0], [0.0, 0.0, 0.0], [0.0, 0.0, 0.0], [0.0, 0.0, 0.1], [0.0, 0.2, 0.0], [0.5, 0.4, 0.1], [0.0, 0.0, 0.0], [0.0, 0.0, 0.0], [0.0, 0.0, 0.0], [0.1, -0.1, 0.0], [0.0, 0.0, -0.1], [0.0, 0.0, 0.0], [0.0, 0.0, 0.0], [0.0, 0.0, 0.0], [0.0, 0.0, 0.0], [0.1, 0.0, 0.0], [0.4, 0.0, 0.8], [0.0, -0.2, 0.0], [0.0, 0.1, 0.0], [-0.2, 0.1, -0.3], [0.0, 0.0, 0.0], [0.0, 0.0, -0.1], [0.0, 0.0, 0.0], [0.0, 0.0, 0.0], [0.0, 0.0, 0.0], [0.0, 0.0, 0.0], [0.0, 0.0, 0.0], [0.0, 0.0, 0.0], [0.0, 0.0, 0.0]],
  "homo_ev": -3.676,
  "multiplicity": 1,
  "total_charge": -1,
  "de_lowest_kcal_mol": 29.7
}

***

No. 2
{
  "formula": "C24H24BF2N6RuS3",
  "method": "the ωB97M-V functional and the def2-TZVPD basis",
  "symbols": ["Ru", "C", "N", "C", "C", "N", "B", "N", "C", "C", "N", "C", "C", "S", "C", "S", "H", "H", "H", "H", "H", "H", "H", "H", "H", "H", "H", "H", "S", "C", "C", "C", "C", "C", "C", "C", "C", "C", "N", "H", "H", "H", "H", "H", "H", "F", "C", "F", "H", "N", "C", "C", "C", "C", "C", "C", "H", "H", "H", "H", "H"],
  "xyz": [[-0.09850, 0.02200, -0.34830], [2.37560, -2.85740, -1.04600], [2.48960, -2.53750, 0.34480], [2.36850, -3.36900, 1.42680], [2.52050, -2.60140, 2.53210], [2.73550, -1.30950, 2.15280], [3.11650, -0.15180, 3.09600], [2.19490, 1.07630, 2.86470], [2.60310, 2.36650, 3.02180], [1.52820, 3.18730, 2.93830], [0.43330, 2.38800, 2.72300], [-0.93380, 2.78770, 2.57800], [0.87080, 1.09880, 2.63580], [-0.17540, -0.19900, 2.34840], [2.66910, -1.27230, 0.81070], [2.87830, 0.04240, -0.21530], [2.18580, -3.92230, -1.16110], [3.29460, -2.57450, -1.56940], [1.54100, -2.28320, -1.47510], [2.18100, -4.41910, 1.32400], [2.47430, -2.87020, 3.56840], [4.24700, 0.18650, 2.86830], [2.96680, -0.53030, 4.22960], [3.63790, 2.60280, 3.17240], [1.45080, 4.25500, 2.98310], [-0.97960, 3.85520, 2.36990], [-1.50070, 2.55710, 3.48570], [-1.38560, 2.23980, 1.74680], [-2.21210, 0.51190, -4.37100], [-0.55030, 0.10300, -4.68300], [0.16910, -0.04820, -3.52240], [-0.57210, 0.16180, -2.35930], [-1.90340, 0.48480, -2.62020], [-2.90480, 0.67540, -1.65990], [-4.27650, 0.82690, -1.97000], [-5.21770, 0.77300, -0.98560], [-4.79030, 0.59230, 0.35490], [-3.43520, 0.54070, 0.60290], [-2.49910, 0.60360, -0.32930], [-0.22160, 0.03920, -5.70220], [1.22450, -0.28830, -3.52740], [-4.54030, 0.94960, -3.01370], [-6.27410, 0.85220, -1.21000], [-5.49970, 0.49860, 1.16500], [-3.07710, 0.43790, 1.62650], [-0.59920, 3.01250, -0.27190], [0.41180, 2.05920, -0.48800], [0.90730, 2.44650, -1.72860], [1.22030, 2.38960, 0.21370], [-0.53710, -1.82640, -0.41180], [-1.31030, -2.83870, -0.65180], [-2.64090, -2.71250, -1.17380], [-3.42070, -3.80640, -1.43860], [-2.95920, -5.10230, -1.21260], [-1.68440, -5.26480, -0.68130], [-0.88520, -4.18600, -0.40200], [-3.01500, -1.71930, -1.35620], [-4.41990, -3.65350, -1.83450], [-3.58110, -5.96310, -1.43270], [-1.31660, -6.26960, -0.48170], [0.09390, -4.34590, 0.02940]],
  "forces_ev_per_angstrom": [[-0.9, 2.6, -0.6], [-0.1, 0.1, -0.6], [-0.1, 0.4, 0.7], [0.1, -0.2, 0.4], [0.0, -0.6, 0.2], [0.0, -0.1, -0.4], [-0.2, -0.1, -0.2], [-0.5, 0.2, -0.2], [0.1, 0.6, 0.1], [0.3, 0.2, 0.2], [0.8, -0.4, -0.2], [-0.6, -0.1, -0.1], [-0.6, -0.2, 0.4], [-0.2, -0.3, -0.3], [0.6, -0.2, -0.3], [-0.8, 0.5, -0.5], [0.0, 0.0, 0.1], [-0.1, -0.1, 0.1], [0.1, -0.3, 0.1], [-0.1, -0.1, 0.0], [0.0, -0.1, 0.1], [0.3, 0.2, 0.0], [0.0, -0.2, 0.3], [0.1, 0.0, 0.0], [0.0, 0.2, 0.0], [0.1, 0.0, 0.0], [0.1, 0.0, 0.0], [0.1, 0.2, 0.1], [0.6, -0.1, 0.4], [-0.5, 0.2, 0.9], [0.1, 0.0, -1.7], [-0.7, 0.2, 2.6], [1.5, -0.1, -1.7], [-0.6, 0.1, 2.2], [0.7, 0.1, -0.4], [0.2, -0.1, 1.4], [-0.6, 0.2, -1.0], [0.2, 0.0, 0.5], [0.9, -0.6, -2.0], [0.1, -0.1, -0.2], [0.0, 0.0, 0.1], [-0.1, -0.1, 0.0], [0.0, 0.0, -0.1], [0.0, 0.0, 0.0], [0.1, 0.0, -0.1], [-0.7, 0.5, 0.0], [0.7, -0.3, 1.0], [0.4, 0.3, -0.7], [-0.4, -0.2, -0.3], [-0.5, -1.7, 0.0], [0.5, 0.3, 0.3], [-0.3, 0.2, -0.1], [0.0, 0.0, 0.0], [-0.5, -0.6, -0.2], [0.0, 0.0, 0.0], [0.3, -0.5, 0.1], [-0.1, 0.0, 0.0], [-0.1, 0.0, 0.0], [0.0, 0.0, 0.0], [0.0, 0.0, 0.0], [0.1, 0.1, 0.0]],
  "homo_ev": [0.187, 0.493],
  "s2": 0.84,
  "multiplicity": 2,
  "total_charge": -2
}

***

No. 3
{
  "formula": "C24H24N5PS2",
  "method": "the ωB97M-V functional and the def2-TZVPD basis",
  "symbols": ["C", "C", "C", "C", "C", "C", "N", "S", "N", "C", "C", "C", "P", "S", "H", "H", "H", "H", "H", "H", "H", "H", "H", "N", "C", "C", "C", "C", "C", "H", "H", "H", "H", "H", "N", "C", "C", "C", "C", "C", "H", "H", "H", "H", "H", "N", "C", "C", "C", "C", "C", "H", "H", "H", "H", "H"],
  "xyz": [[-1.84893, 0.12978, 2.16016], [-0.67264, -0.59422, 2.29130], [0.69597, 0.11816, 2.00749], [0.42374, 1.18831, 0.92106], [0.56940, 2.49056, 1.29794], [0.30182, 3.49758, 0.29463], [0.40233, 4.81598, 0.44052], [-0.05663, 5.47337, -0.98657], [-0.34918, 4.12179, -1.85014], [-0.13172, 3.08334, -1.04595], [-0.25802, 1.68063, -1.38557], [0.02525, 0.73925, -0.42988], [-0.11623, -1.04672, -0.89731], [0.50557, -1.33299, -2.71673], [-2.16575, 0.93311, 2.84072], [-2.48329, -0.10052, 1.28101], [-0.73742, -1.66214, 2.55855], [1.40311, -0.62222, 1.59676], [1.13238, 0.59310, 2.90820], [0.89190, 2.76703, 2.32394], [-0.58879, 1.42230, -2.39919], [-1.45207, -1.48404, -0.68501], [0.64672, -1.72962, 0.08493], [1.03781, 2.79062, 4.90483], [-0.27533, 2.81876, 5.14214], [-0.83778, 3.29788, 6.31419], [0.01011, 3.77300, 7.30077], [1.37693, 3.75222, 7.07736], [1.83621, 3.25491, 5.86822], [-0.89969, 2.43386, 4.34163], [-1.91084, 3.29839, 6.44991], [-0.38924, 4.15511, 8.23213], [2.07159, 4.11389, 7.82320], [2.89748, 3.22194, 5.64715], [-4.84697, -0.23132, -3.72176], [-5.28139, -0.55361, -4.94070], [-4.49209, -1.16225, -5.90503], [-3.17450, -1.45003, -5.58782], [-2.70059, -1.12249, -4.32757], [-3.57571, -0.51913, -3.43782], [-6.31782, -0.30643, -5.14428], [-4.89955, -1.40337, -6.87781], [-2.52458, -1.92395, -6.31334], [-1.67675, -1.32898, -4.03744], [-3.25170, -0.24648, -2.43741], [4.57745, -6.04331, -2.50375], [4.50529, -5.32444, -1.38281], [3.83571, -4.11417, -1.28448], [3.20668, -3.61735, -2.41523], [3.27093, -4.34751, -3.59044], [3.96388, -5.54836, -3.58030], [5.01481, -5.75062, -0.52485], [3.80855, -3.57508, -0.34638], [2.67215, -2.67351, -2.38215], [2.79356, -3.99417, -4.49483], [4.03789, -6.15585, -4.47617]],
  "forces_ev_per_angstrom": [[0.1, -0.9, -0.1], [0.1, 1.0, 0.0], [-0.9, 0.2, 1.0], [0.5, -0.8, 0.9], [0.0, 0.3, -0.5], [-0.1, -0.6, -0.4], [-0.4, -0.1, -0.7], [0.2, -1.0, 0.2], [0.0, 0.3, 0.4], [0.4, 0.1, 0.9], [-0.1, 0.2, 0.1], [-0.2, 0.8, 0.6], [0.4, 0.6, -0.3], [-0.1, -0.1, 0.0], [1.1, 1.0, -1.4], [-1.0, -1.0, 1.7], [0.3, 0.0, -1.9], [-0.2, 0.2, 0.5], [0.1, -0.1, -0.5], [-0.3, -0.2, -0.8], [0.3, 0.0, 0.4], [0.4, 0.2, 0.3], [-0.5, 0.1, -0.2], [-0.2, 0.1, 0.2], [0.1, -0.1, -0.2], [0.0, 0.0, 0.0], [0.0, 0.0, 0.1], [-0.1, 0.0, 0.0], [0.1, -0.1, -0.2], [-0.1, 0.0, 0.0], [0.0, 0.0, 0.0], [0.0, 0.0, 0.0], [0.0, 0.0, 0.0], [0.0, 0.0, 0.1], [0.1, -0.1, -0.1], [-0.1, 0.1, 0.2], [0.0, 0.0, 0.0], [0.0, 0.0, -0.1], [0.0, 0.0, 0.0], [-0.2, 0.1, 0.0], [0.0, 0.0, -0.1], [0.0, 0.0, 0.0], [0.0, 0.0, 0.0], [-0.2, 0.0, 0.0], [0.1, 0.0, 0.0], [-0.1, 0.2, 0.0], [0.1, -0.2, 0.0], [0.0, -0.1, -0.1], [0.0, 0.2, 0.1], [0.0, 0.0, 0.1], [0.1, -0.2, 0.1], [0.0, 0.1, 0.0], [0.0, 0.0, 0.0], [0.1, -0.2, 0.0], [0.0, 0.0, 0.0], [0.0, 0.1, 0.0]],
  "homo_ev": -8.316,
  "multiplicity": 1
}

***

No. 4
{
  "formula": "C24H24N6O2ReSbSe4",
  "method": "the ωB97M-V functional and the def2-TZVPD basis",
  "symbols": ["Re", "O", "C", "C", "C", "C", "N", "C", "C", "C", "C", "C", "C", "O", "C", "C", "N", "H", "H", "H", "H", "H", "H", "H", "H", "H", "H", "H", "H", "Se", "Sb", "Se", "Se", "Se", "N", "C", "C", "C", "N", "C", "C", "H", "H", "H", "H", "H", "H", "N", "C", "N", "C", "C", "C", "C", "C", "C", "H", "H", "H", "H", "H", "H"],
  "xyz": [[0.04094, 0.99262, -1.36027], [1.75493, -3.51616, 3.69135], [2.77384, -3.11077, 2.81849], [2.16731, -2.17219, 1.81941], [2.93094, -1.56461, 0.82454], [2.33499, -0.70568, -0.06151], [1.00591, -0.41371, -0.02735], [0.26418, -1.00056, 0.94449], [0.80862, -1.86731, 1.86447], [-1.14936, -0.59382, 0.97410], [-2.06492, -1.14860, 1.84131], [-3.36825, -0.66182, 1.88935], [-4.36692, -1.24508, 2.84218], [-3.78138, -2.37573, 3.42591], [-3.69305, 0.39369, 1.03554], [-2.74923, 0.88617, 0.17304], [-1.47479, 0.40795, 0.11485], [2.10415, -4.12507, 4.35100], [3.22293, -3.94702, 2.26835], [3.59067, -2.58456, 3.32702], [3.99400, -1.75460, 0.73612], [2.92530, -0.22583, -0.82510], [0.21068, -2.31676, 2.64375], [-1.79935, -1.96594, 2.49607], [-5.29037, -1.46864, 2.29706], [-4.60959, -0.46535, 3.57684], [-4.40473, -2.80609, 4.02105], [-4.68584, 0.82742, 1.03003], [-3.00568, 1.68969, -0.49947], [-0.67029, 1.47205, -6.19165], [0.04934, 3.12224, -4.77725], [-1.39727, 2.47454, -2.35240], [1.78620, 1.18358, -2.75348], [1.09350, 5.02276, -4.03352], [-2.05901, -4.30361, -3.91401], [-1.61732, -3.18509, -3.37926], [-2.49562, -2.12182, -3.02373], [-1.99951, -0.98502, -2.48168], [-0.66233, -0.76132, -2.25186], [0.18096, -1.79422, -2.59280], [-0.23140, -2.96282, -3.13550], [-3.04169, -4.45773, -4.08913], [-1.43344, -5.05463, -4.16866], [-3.56126, -2.20367, -3.19539], [-2.67577, -0.18500, -2.22640], [1.23279, -1.64643, -2.39929], [0.50320, -3.71658, -3.38815], [0.65754, 3.49571, 1.99458], [0.04448, 2.58356, 1.26908], [0.71146, 2.30971, 0.13511], [1.87304, 3.14401, 0.16801], [2.95811, 3.32449, -0.68781], [3.93500, 4.23104, -0.32419], [3.85119, 4.97230, 0.86568], [2.78874, 4.81032, 1.72528], [1.82401, 3.88533, 1.34512], [0.32133, 3.85056, 2.88132], [-0.88252, 2.13631, 1.57392], [3.09346, 2.77782, -1.61267], [4.79025, 4.37346, -0.97148], [4.63429, 5.67675, 1.11100], [2.71258, 5.36978, 2.64863]],
  "forces_ev_per_angstrom": [[0.4, 0.8, -1.2], [0.1, 0.0, -0.1], [-0.2, 0.1, -0.1], [0.0, -0.1, 0.1], [0.1, 0.0, 0.0], [-0.3, 0.0, 0.1], [0.4, -0.3, 0.3], [0.0, 0.1, -0.2], [0.1, -0.1, 0.1], [0.1, 0.2, -0.1], [-0.1, 0.0, 0.0], [-0.1, 0.0, 0.0], [0.2, 0.0, 0.0], [-0.1, 0.1, -0.1], [-0.1, 0.0, 0.0], [0.3, -0.2, 0.0], [-0.4, 0.0, 0.3], [0.0, -0.1, 0.1], [0.0, 0.0, 0.0], [0.0, 0.0, 0.0], [0.0, 0.0, 0.0], [0.0, 0.0, 0.0], [0.0, 0.0, 0.0], [0.0, 0.0, 0.0], [0.0, 0.0, 0.0], [0.0, 0.0, 0.0], [0.0, 0.0, 0.1], [0.0, 0.0, 0.0], [0.0, 0.0, 0.0], [0.0, 0.1, 0.1], [0.1, 0.2, -0.5], [0.2, -0.5, 0.5], [-0.6, -0.2, 0.5], [0.0, -0.1, 0.0], [0.0, 0.0, 0.0], [0.0, 0.0, 0.0], [0.0, 0.0, 0.0], [0.2, 0.0, 0.0], [-0.1, -0.3, -0.2], [-0.1, 0.1, 0.1], [0.0, 0.0, 0.0], [0.0, 0.0, 0.0], [0.0, 0.0, 0.0], [0.0, 0.0, 0.0], [0.0, 0.0, 0.0], [0.0, 0.0, 0.0], [0.0, 0.0, 0.0], [0.1, 0.0, 0.0], [0.1, 0.0, -0.1], [0.0, 0.3, 0.3], [-0.1, -0.2, -0.1], [0.0, 0.0, 0.1], [0.0, 0.0, 0.0], [0.0, 0.0, 0.0], [0.0, 0.0, 0.0], [-0.1, 0.1, 0.2], [0.0, 0.0, 0.0], [-0.1, 0.0, 0.0], [0.0, 0.0, -0.1], [0.0, 0.0, 0.0], [0.0, 0.0, 0.0], [0.0, 0.0, 0.0]],
  "homo_ev": [-19.246, -19.245],
  "multiplicity": 1,
  "total_charge": 4
}